The following is a quantum chemistry calculation of a structure of composition C6H6Cl2, from the Open Molecules 2025 dataset.

The geometry in XYZ format:
```
14
C6H6Cl2 ωB97M-V with the def2-TZVPD basis set
C -0.425 0.080 -1.144
C -0.960 0.232 0.240
C -0.536 -1.196 0.708
C 0.658 -1.236 0.136
C 0.904 0.134 -0.401
C 0.371 0.955 0.735
H -0.505 -0.846 -1.919
H -1.814 0.856 0.769
H -1.071 -1.875 1.241
H 1.258 -2.128 0.069
H 1.877 0.166 -0.885
H 0.760 0.572 1.690
Cl -0.980 1.566 -2.045
Cl 0.464 2.720 0.806
```

Properties
- Net charge: 0
- Frontier orbital gap: 10.606 eV
- HOMO: -9.7 eV
- ΔE to the lowest compared entry with this formula, charge and spin: 69.38 kcal per mole
- LUMO energy: 0.899 eV